ORCA calculation (wB97M-V/def2-TZVPD) on a molecular structure, C33H41AlAs2GeN in a non-equilibrium geometry.

XYZ file:
```
79
Properties=species:S:1:pos:R:3
Al -0.523 0.953 -0.766
C -3.921 -2.845 -3.205
As -3.368 -1.046 -2.501
C -4.890 0.027 -3.288
C -4.367 -1.205 -0.706
C -5.444 -2.059 -0.580
C -6.291 -2.066 0.539
C -6.008 -1.249 1.652
C -4.900 -0.447 1.607
C -4.102 -0.397 0.432
As -2.684 0.965 0.399
C -3.816 2.338 -0.492
C -2.564 1.646 2.280
H -4.932 -2.797 -3.656
H -3.859 -3.599 -2.451
H -3.141 -3.095 -3.984
H -4.534 0.531 -4.214
H -5.155 0.756 -2.546
H -5.661 -0.640 -3.518
H -5.794 -2.663 -1.435
H -7.189 -2.671 0.530
H -6.698 -1.165 2.442
H -4.500 0.075 2.489
H -4.849 1.996 -0.624
H -3.403 2.475 -1.483
H -3.736 3.312 0.049
H -3.573 1.969 2.678
H -1.871 2.523 2.250
H -2.088 0.853 2.864
C -0.357 4.212 -2.289
C 0.783 3.623 -1.453
C 1.805 2.782 -2.333
C 1.609 4.729 -0.797
N 0.195 2.618 -0.546
H 0.018 5.066 -2.876
H -1.243 4.610 -1.744
H -0.789 3.536 -3.056
H 2.074 3.435 -3.186
H 1.296 1.900 -2.714
H 2.668 2.549 -1.766
H 2.015 5.496 -1.522
H 2.402 4.280 -0.231
H 0.915 5.218 -0.134
C 0.650 -0.569 -0.772
Ge 1.914 -0.977 0.493
C 2.190 0.425 1.890
C 2.605 0.124 3.194
C 3.318 1.068 3.906
C 3.403 2.388 3.489
C 3.027 2.661 2.171
C 2.459 1.674 1.366
C 3.723 -1.105 -0.313
C 3.973 -1.264 -1.681
C 5.220 -1.582 -2.142
C 6.306 -1.579 -1.264
C 6.080 -1.294 0.052
C 4.787 -1.084 0.584
C 1.734 -2.681 1.376
C 2.875 -3.379 1.791
C 2.727 -4.683 2.271
C 1.467 -5.294 2.279
C 0.373 -4.596 1.784
C 0.502 -3.382 1.188
H 0.557 -1.317 -1.563
H 2.333 -0.807 3.619
H 3.808 0.774 4.855
H 3.882 3.119 4.129
H 3.128 3.679 1.763
H 2.099 1.966 0.376
H 3.129 -1.178 -2.315
H 5.406 -1.783 -3.188
H 7.365 -1.695 -1.606
H 6.950 -1.089 0.612
H 4.648 -0.757 1.626
H 3.810 -2.874 1.976
H 3.599 -5.213 2.647
H 1.374 -6.280 2.703
H -0.640 -5.013 1.866
H -0.310 -2.930 0.721
```

Its HOMO energy is -2.6079 eV. The orbital gap is 4.9 eV. For the energy, the calculation gives -8127.56946 Ha. For the energy above the lowest of the compared OMol25 structures with the same formula, charge and spin, the calculation gives 0.087 eV. Its net charge is -1.

***

ORCA calculation (wB97M-V/def2-TZVPD) on a molecular structure, C2H9N2 in a non-equilibrium geometry.

XYZ file:
```
13
Properties=species:S:1:pos:R:3
C 0.375 -0.106 -0.903
C -0.134 0.976 -0.069
N 0.894 -1.379 0.453
N -1.443 0.709 0.456
H -0.369 -0.666 -1.284
H 1.335 -0.102 -1.470
H -0.056 1.721 -0.869
H 0.552 1.361 0.602
H 0.674 -0.868 1.290
H 0.090 -2.096 0.274
H 1.816 -1.756 0.268
H -2.093 1.214 -0.158
H -1.641 0.993 1.409
```

Its HOMO energy is -14.4141 eV. The orbital gap is 10.5 eV. For the energy, the calculation gives -190.79812 Ha. For the energy above the lowest of the compared OMol25 structures with the same formula, charge and spin, the calculation gives 2.072 eV. Its net charge is +1.

***

ORCA calculation (wB97M-V/def2-TZVPD) on 2 unconnected molecules or ions with the total composition C6H13N in a non-equilibrium geometry.

XYZ file:
```
20
Properties=species:S:1:pos:R:3
C 1.667 -1.506 0.243
C 1.002 -0.277 0.776
N 1.221 0.879 0.307
C 0.867 1.994 1.167
C -1.405 -0.749 -0.901
C -2.027 0.341 -0.095
C -0.563 -0.925 -1.888
H 2.467 -1.759 0.959
H 0.997 -2.367 0.207
H 2.105 -1.305 -0.737
H 0.587 -0.417 1.792
H 0.064 2.598 0.733
H 0.553 1.694 2.183
H 1.738 2.656 1.247
H -3.042 0.495 -0.484
H -2.185 -0.047 0.925
H -1.449 1.259 -0.133
H -0.111 -1.408 -2.719
H -0.470 0.313 -2.363
H -2.097 -1.525 -1.084
```

Its HOMO energy is -8.5146 eV. The orbital gap is 9.6 eV. For the energy, the calculation gives -291.00540 Ha. The SMILES is C/C=N/C.C=CC. For the energy above the lowest of the compared OMol25 structures with the same formula, charge and spin, the calculation gives 4.173 eV.

***

ORCA calculation (wB97M-V/def2-TZVPD) on a single CH3BrO2S molecule in a non-equilibrium geometry.

XYZ file:
```
8
Properties=species:S:1:pos:R:3
C -0.958 -0.369 -0.005
O 0.750 1.033 1.308
O 0.801 1.403 -1.241
S 0.658 0.502 0.023
Br 2.143 -1.124 -0.134
H -1.700 0.391 -0.435
H -0.745 -1.297 -0.590
H -0.947 -0.540 1.074
```

Its HOMO energy is -11.0034 eV. The orbital gap is 10.5 eV. For the energy, the calculation gives -3162.53536 Ha. The SMILES is CS(=O)(=O)Br. For the energy above the lowest of the compared OMol25 structures with the same formula, charge and spin, the calculation gives 0.698 eV.